{"formula": "C17H33N5OP2Rh", "method": "wB97M-V/def2-TZVPD", "symbols": ["C", "C", "N", "C", "C", "C", "C", "C", "P", "H", "H", "H", "C", "C", "H", "H", "H", "C", "C", "H", "H", "H", "H", "H", "H", "H", "H", "H", "H", "H", "H", "Rh", "H", "O", "H", "H", "N", "C", "N", "C", "N", "C", "N", "C", "P", "C", "C", "H", "H", "H", "H", "H", "H", "H", "H", "H", "H", "H", "H"], "positions_angstrom": [[0.841768, 1.391528, -3.150874], [-0.221156, 2.378641, -2.733165], [-0.572376, 2.292011, -1.426491], [-1.270498, 3.287385, -0.843705], [-1.814024, 4.278842, -1.635203], [-1.568805, 4.340542, -2.997372], [-0.704271, 3.408003, -3.561097], [-1.667301, 3.262414, 0.616086], [-1.163614, 1.514151, 1.150081], [-0.339534, 3.430274, -4.598695], [-2.411224, 4.969603, -1.088446], [-2.023365, 5.115252, -3.617031], [-0.361909, -0.733955, -3.150296], [1.946140, -0.654029, -2.401154], [-2.791208, 3.609626, 0.841425], [1.832650, 1.779078, -2.815984], [0.860620, 1.228316, -4.250472], [-2.976038, 1.148049, 1.314927], [-0.691654, 1.801318, 2.863914], [-3.032580, 0.308169, 2.012221], [-3.506313, 2.022303, 1.737307], [-3.381224, 0.877262, 0.321898], [-0.243452, 0.892334, 3.270101], [0.058718, 2.604362, 2.809068], [-1.578178, 2.099620, 3.445573], [2.328496, -0.794915, -3.424059], [2.647945, -0.066592, -1.797172], [1.791003, -1.638416, -1.926558], [-0.073684, -0.807229, -4.202504], [-0.407107, -1.727522, -2.702433], [-1.333711, -0.238876, -3.070881], [0.050667, 0.572495, -0.369189], [-1.176381, -0.466601, -0.462632], [2.268895, 3.266999, 0.903570], [-1.501758, 4.052154, 1.305631], [1.873460, 4.414019, 0.718531], [0.656722, 0.062949, -2.441915], [-0.018413, -4.235813, 2.038804], [0.672845, -4.098594, 0.744212], [2.120581, -3.853582, 0.998687], [2.377681, -2.648427, 1.848403], [1.643707, -2.803557, 3.118269], [0.194098, -3.062759, 2.912518], [-0.506743, -1.865058, 2.388857], [0.221335, -1.355286, 0.725415], [0.088514, -3.055674, -0.092651], [2.045795, -1.410956, 1.173874], [0.399951, -5.117081, 2.544661], [-1.097244, -4.362678, 1.870974], [2.633855, -3.723436, 0.035240], [2.522791, -4.734596, 1.532108], [1.766312, -1.887810, 3.716080], [2.073976, -3.665473, 3.651825], [-1.571163, -2.134499, 2.254926], [-0.430874, -1.048171, 3.129462], [0.599909, -3.064035, -1.063918], [-0.971537, -3.285873, -0.268615], [2.236408, -0.551319, 1.831202], [2.652496, -1.314886, 0.266661]], "forces_ev_per_a": [[0.2926, -0.7819, 0.1668], [-0.4529, 0.9193, 0.1339], [0.5689, 1.8794, -0.7761], [-0.9410, 0.7118, -0.5355], [0.3032, 0.0090, -0.2882], [0.0068, 0.2137, -0.1958], [0.7420, -1.1226, 0.2409], [-1.3430, -0.9234, -0.3475], [-4.8305, 3.7570, 2.2087], [-0.5066, 0.1613, 0.5012], [-0.5121, 0.7530, -0.2278], [0.1750, -0.1769, 0.2321], [0.1666, 0.2173, -0.1421], [-0.1973, -0.0381, -0.1027], [1.4270, -1.9095, -1.5469], [-0.6472, -0.1284, -0.3458], [0.0458, 0.1969, 0.5940], [0.2949, -1.0065, 0.2754], [0.3021, 0.1282, 0.1855], [-0.5781, -0.1956, -0.1836], [0.3072, -0.7245, -0.1411], [0.0931, 0.1092, 0.5997], [0.0119, 0.3395, 0.2677], [-0.1510, -0.3090, 0.4168], [0.4654, -0.0560, -0.0694], [0.0995, -0.0713, 0.2879], [0.0037, -0.1802, -0.2712], [0.1406, 0.4256, -0.3206], [-0.1465, -0.2277, -0.0653], [-0.1462, 0.1033, -0.0985], [0.1267, -0.1586, -0.0373], [1.9740, -0.6366, -0.2093], [-1.5027, -0.7601, -0.0488], [-1.9593, 5.0993, -0.8682], [2.5293, 1.0442, 0.3246], [1.8820, -5.1357, 0.8629], [0.2285, 0.7079, -1.1926], [0.5042, 0.0821, 0.0896], [0.7285, 0.5362, 0.7079], [0.2619, -0.9109, -0.3548], [-2.7044, -0.1355, -0.7824], [0.0025, -0.3670, 1.2117], [0.4084, 0.6909, -0.8812], [0.4744, -0.2664, 0.2435], [0.4214, -1.6863, -0.3400], [0.3711, 0.2355, 0.3430], [1.6312, -0.9178, 0.9978], [-0.2560, 0.2025, -0.0964], [0.3825, -0.0527, 0.0817], [-0.0994, -0.0570, 0.3620], [-0.1189, 0.4831, -0.2888], [-0.0195, -0.3778, -0.1678], [-0.1611, 0.3484, -0.1480], [0.4224, 0.2890, -0.0357], [-0.0866, -0.4403, -0.3910], [-0.1903, 0.1003, 0.2089], [0.1914, 0.1610, 0.0372], [-0.0894, -0.1573, -0.1181], [-0.3467, 0.0069, 0.0372]], "e_above_lowest_kcal_mol": 59.75, "charge": 2, "spin_multiplicity": 6}